# 1
{
  "formula": "C24H80N4O16",
  "method": "wB97M-V/def2-TZVPD",
  "e_lumo_ev": -0.36,
  "max_force_ha_per_bohr": 0.1727,
  "de_lowest_kcal_mol": 0.00,
  "energy_ev": -64899.8393,
  "symbols": ["C", "C", "O", "H", "H", "H", "H", "H", "H", "C", "C", "O", "H", "H", "H", "H", "H", "H", "C", "C", "O", "H", "H", "H", "H", "H", "H", "C", "C", "O", "H", "H", "H", "H", "H", "H", "C", "C", "O", "H", "H", "H", "H", "H", "H", "C", "C", "O", "H", "H", "H", "H", "H", "H", "C", "C", "O", "H", "H", "H", "H", "H", "H", "C", "C", "O", "H", "H", "H", "H", "H", "H", "C", "O", "N", "N", "H", "H", "H", "H", "C", "O", "N", "N", "H", "H", "H", "H", "C", "O", "H", "H", "H", "H", "C", "O", "H", "H", "H", "H", "C", "O", "H", "H", "H", "H", "C", "O", "H", "H", "H", "H", "C", "O", "H", "H", "H", "H", "C", "O", "H", "H", "H", "H"],
  "xyz": [[-13.04, 10.49, -8.29], [-13.21, 9.06, -8.76], [-12.63, 8.96, -10.07], [-13.69, 11.21, -8.77], [-12.03, 10.97, -8.34], [-13.32, 10.54, -7.26], [-14.22, 8.87, -8.84], [-12.77, 8.36, -8.09], [-12.60, 8.00, -10.29], [-13.55, 5.34, -11.39], [-13.89, 6.64, -12.11], [-13.93, 6.35, -13.48], [-14.19, 4.48, -11.63], [-13.73, 5.53, -10.27], [-12.50, 5.06, -11.43], [-13.10, 7.35, -12.04], [-14.86, 7.06, -11.76], [-14.63, 5.71, -13.61], [-16.52, 5.12, -9.66], [-16.47, 6.59, -9.22], [-17.35, 7.32, -10.02], [-16.32, 4.94, -10.73], [-17.43, 4.55, -9.39], [-15.65, 4.64, -9.10], [-15.44, 6.86, -9.24], [-16.90, 6.70, -8.21], [-17.26, 8.27, -9.85], [-17.53, 2.15, -8.11], [-15.98, 1.99, -7.85], [-15.47, 0.85, -8.47], [-18.19, 1.34, -7.76], [-17.69, 2.44, -9.18], [-17.80, 2.97, -7.58], [-15.74, 1.92, -6.78], [-15.50, 2.90, -8.19], [-15.95, 0.10, -8.06], [-22.13, 3.40, -7.43], [-20.77, 3.11, -8.00], [-20.62, 3.12, -9.41], [-22.08, 3.32, -6.34], [-22.88, 2.76, -7.88], [-22.48, 4.38, -7.66], [-20.30, 2.17, -7.75], [-20.09, 3.83, -7.69], [-20.28, 3.99, -9.76], [-20.11, 11.67, -11.87], [-20.66, 10.21, -11.83], [-20.03, 9.50, -10.83], [-20.38, 12.26, -10.94], [-20.55, 12.18, -12.69], [-19.02, 11.60, -11.96], [-20.56, 9.79, -12.79], [-21.66, 10.34, -11.50], [-19.12, 9.52, -11.13], [-19.48, 6.44, -6.86], [-19.49, 7.94, -7.21], [-18.25, 8.45, -6.80], [-18.59, 5.83, -7.26], [-20.40, 5.96, -7.12], [-19.36, 6.33, -5.77], [-20.22, 8.49, -6.65], [-19.68, 8.07, -8.29], [-18.38, 8.98, -6.02], [-18.17, 11.56, -8.86], [-16.85, 10.92, -8.26], [-16.80, 9.58, -8.77], [-19.14, 11.03, -8.79], [-18.13, 11.72, -9.95], [-18.37, 12.57, -8.48], [-16.92, 10.84, -7.19], [-15.96, 11.48, -8.54], [-17.25, 9.10, -8.07], [-16.08, 9.50, -12.10], [-17.41, 9.49, -12.02], [-15.42, 9.37, -13.20], [-15.33, 9.57, -11.06], [-15.94, 8.82, -14.00], [-14.40, 9.48, -13.36], [-15.86, 9.68, -10.20], [-14.30, 9.44, -11.00], [-15.55, 4.35, -14.92], [-15.79, 5.38, -15.81], [-15.02, 3.22, -15.21], [-15.90, 4.40, -13.69], [-14.68, 3.00, -16.16], [-14.82, 2.58, -14.38], [-16.66, 5.09, -13.50], [-15.92, 3.64, -13.06], [-18.90, 6.47, -12.84], [-17.49, 6.41, -12.61], [-19.47, 5.74, -12.38], [-19.19, 6.38, -13.88], [-19.23, 7.50, -12.53], [-17.26, 6.64, -11.71], [-21.08, 6.21, -10.14], [-19.86, 5.61, -9.81], [-20.92, 6.53, -11.20], [-21.35, 7.10, -9.58], [-21.93, 5.55, -10.13], [-19.13, 6.24, -9.66], [-16.65, 4.74, -5.31], [-16.19, 5.34, -4.08], [-16.00, 4.02, -5.71], [-16.73, 5.45, -6.11], [-17.71, 4.36, -5.16], [-16.62, 6.17, -3.96], [-15.19, 8.23, -5.90], [-15.28, 8.73, -4.62], [-14.16, 7.85, -6.09], [-15.30, 9.04, -6.52], [-15.88, 7.44, -6.11], [-16.23, 8.88, -4.36], [-18.02, 2.82, -12.20], [-16.75, 2.67, -11.62], [-18.67, 2.04, -11.80], [-18.07, 2.62, -13.29], [-18.49, 3.75, -11.94], [-16.84, 2.15, -10.85], [-13.38, 5.02, -6.39], [-13.71, 5.54, -7.66], [-12.42, 5.41, -6.02], [-13.40, 3.93, -6.37], [-14.11, 5.47, -5.73], [-12.91, 5.71, -8.16]],
  "mulliken_charge": [-1.43, 1.00, -0.72, 0.23, 0.37, 0.37, -0.75, 0.56, 0.22, -0.41, 0.62, -0.71, -0.01, -0.36, 0.49, 0.67, -0.53, 0.20, 1.03, 2.41, 2.53, -1.04, -0.20, -0.48, -0.21, -1.12, -0.90, -0.06, -0.05, -0.58, 0.58, -0.01, -0.36, 0.45, -0.36, 0.36, -1.48, 0.71, -0.61, 0.35, 0.38, 0.32, 0.41, -0.60, 0.41, -1.02, -0.25, -0.20, 0.18, 0.51, 0.11, 0.35, 0.37, -0.29, -0.51, 0.11, -0.26, -0.45, 0.33, 0.56, 0.75, -0.69, 0.23, -1.13, -0.42, 0.40, 0.16, 0.17, 0.50, 0.44, 0.26, -0.93, -0.11, -0.62, -0.25, 0.40, 0.32, 0.25, -0.36, 0.49, 0.80, -0.74, -0.38, 0.51, 0.27, 0.20, -0.13, 0.00, -0.69, -0.60, 0.19, 0.44, -0.08, -0.55, -0.92, 1.16, 0.16, 0.28, 0.40, -1.01, -0.31, -0.54, 0.39, -0.31, 0.41, 0.30, 0.44, -0.62, 0.08, 0.13, -0.38, 0.35, -0.65, -0.77, 0.45, 0.37, -0.04, 0.31, -0.84, -0.12, 0.33, 0.24, 0.26, 0.16]
}

***

# 2
{
  "formula": "C14H52N22O12",
  "method": "wB97M-V/def2-TZVPD",
  "e_lumo_ev": [1.64, 1.60],
  "max_force_ha_per_bohr": 0.1476,
  "s_squared": 0.75,
  "spin_multiplicity": 2,
  "charge": -1,
  "energy_ev": -72719.2905,
  "symbols": ["C", "C", "C", "O", "H", "H", "H", "H", "H", "H", "H", "H", "C", "O", "N", "N", "H", "H", "H", "H", "C", "O", "N", "N", "H", "H", "H", "H", "C", "O", "N", "N", "H", "H", "H", "H", "C", "O", "N", "N", "H", "H", "H", "H", "C", "O", "N", "N", "H", "H", "H", "H", "C", "O", "N", "N", "H", "H", "H", "H", "C", "O", "N", "N", "H", "H", "H", "H", "C", "O", "N", "N", "H", "H", "H", "H", "C", "O", "N", "N", "H", "H", "H", "H", "C", "O", "N", "N", "H", "H", "H", "H", "C", "O", "N", "N", "H", "H", "H", "H"],
  "xyz": [[1.89, 0.40, -3.45], [2.81, -0.65, -2.76], [3.51, -0.15, -1.48], [2.09, -1.77, -2.46], [1.54, -0.15, -4.32], [2.59, 1.15, -3.81], [0.93, 0.62, -2.98], [3.67, -0.98, -3.33], [4.38, 0.44, -1.77], [3.85, -0.95, -0.83], [2.84, 0.50, -0.91], [1.19, -1.74, -2.80], [-0.87, 4.37, -2.77], [-0.90, 5.37, -3.42], [0.09, 3.91, -2.11], [-1.78, 3.38, -2.76], [1.00, 4.29, -2.31], [0.00, 3.09, -1.52], [-1.94, 2.71, -2.03], [-2.61, 3.54, -3.31], [-0.29, 0.62, -0.23], [-0.22, 1.82, -0.48], [0.38, 0.13, 0.74], [-1.01, -0.27, -0.80], [0.90, 0.87, 1.19], [0.53, -0.87, 0.80], [-1.72, 0.06, -1.44], [-1.13, -1.17, -0.35], [1.67, 2.94, 3.67], [1.48, 2.59, 2.56], [0.83, 2.77, 4.62], [2.68, 3.70, 4.12], [0.96, 3.24, 5.51], [-0.06, 2.54, 4.20], [2.61, 3.94, 5.10], [3.52, 3.88, 3.60], [-2.45, 2.50, 3.26], [-1.85, 1.64, 3.78], [-2.30, 2.83, 2.04], [-3.16, 3.44, 3.79], [-2.77, 3.70, 1.85], [-1.48, 2.44, 1.59], [-3.17, 3.39, 4.80], [-3.68, 4.12, 3.25], [-2.77, -4.36, 0.81], [-2.14, -3.46, 0.25], [-3.97, -4.75, 0.51], [-2.28, -5.01, 1.81], [-4.45, -5.49, 1.00], [-4.47, -4.28, -0.24], [-1.39, -4.63, 2.09], [-2.99, -5.33, 2.46], [-4.64, -3.26, -2.37], [-4.88, -4.44, -2.28], [-5.18, -2.44, -3.21], [-3.71, -2.57, -1.73], [-4.76, -1.52, -3.26], [-5.82, -2.76, -3.93], [-3.09, -2.93, -1.02], [-3.44, -1.68, -2.13], [-2.68, 0.10, -3.85], [-3.15, 0.08, -2.72], [-2.49, -0.94, -4.64], [-2.35, 1.17, -4.50], [-2.05, -0.64, -5.49], [-2.85, -1.86, -4.43], [-1.93, 1.05, -5.41], [-2.33, 2.06, -4.03], [1.33, -3.94, 0.73], [1.03, -4.88, 1.41], [0.52, -3.09, 0.20], [2.52, -3.75, 0.16], [0.70, -2.43, -0.54], [-0.41, -3.27, 0.57], [3.30, -4.28, 0.52], [2.64, -2.86, -0.29], [3.43, 4.42, -0.97], [4.22, 5.34, -0.79], [3.34, 3.83, -2.08], [2.58, 3.77, -0.14], [3.74, 4.36, -2.84], [2.72, 3.06, -2.29], [2.57, 4.20, 0.78], [2.05, 2.95, -0.38], [-1.13, -2.81, 4.23], [-2.33, -2.90, 4.39], [-0.18, -3.65, 4.62], [-0.67, -1.84, 3.50], [0.78, -3.44, 4.39], [-0.41, -4.50, 5.11], [0.30, -1.91, 3.23], [-1.16, -0.99, 3.25], [3.80, -0.57, 1.80], [2.91, -1.38, 1.93], [5.02, -0.94, 1.52], [3.72, 0.70, 1.83], [5.34, -1.89, 1.58], [5.61, -0.17, 1.23], [4.50, 1.28, 1.55], [2.89, 1.23, 2.05]],
  "mulliken_spin": [1.19, -0.17, 0.36, -0.20, -0.47, 0.16, -0.29, -0.21, 0.01, -0.04, -0.02, 0.14, 0.37, -0.12, -0.08, -0.10, 0.02, 0.01, 0.08, 0.01, -0.79, -0.07, 0.10, 0.34, -0.01, -0.02, 0.12, -0.11, 0.10, -0.03, -0.01, 0.00, 0.00, 0.00, -0.01, 0.00, 0.10, -0.02, -0.06, -0.01, 0.00, 0.01, 0.00, -0.01, 0.03, 0.03, 0.00, 0.00, 0.00, -0.01, 0.00, 0.00, 0.29, -0.03, -0.04, -0.24, -0.05, 0.00, 0.01, -0.14, 3.91, -0.68, -0.35, -1.02, -0.53, -0.14, -0.33, -0.03, 0.01, -0.01, 0.02, 0.01, 0.02, 0.02, 0.00, 0.02, 0.06, -0.02, -0.02, -0.05, -0.02, -0.02, 0.02, 0.03, 0.00, 0.00, 0.00, 0.00, 0.00, 0.00, 0.00, 0.00, 0.11, -0.02, -0.02, -0.09, 0.00, -0.01, 0.01, 0.02]
}

***

# 3
{
  "formula": "C24H74FeO22",
  "method": "wB97M-V/def2-TZVPD",
  "e_lumo_ev": [-1.90, -2.41],
  "max_force_ha_per_bohr": 0.1328,
  "s_squared": 6.01,
  "spin_multiplicity": 5,
  "energy_ev": -105516.3290,
  "symbols": ["Fe", "C", "C", "C", "O", "C", "C", "C", "O", "O", "O", "H", "H", "C", "C", "O", "H", "H", "H", "H", "H", "H", "C", "C", "O", "H", "H", "H", "H", "H", "H", "C", "C", "O", "H", "H", "H", "H", "H", "H", "C", "C", "O", "H", "H", "H", "H", "H", "H", "C", "C", "O", "H", "H", "H", "H", "H", "H", "C", "C", "O", "H", "H", "H", "H", "H", "H", "C", "C", "O", "H", "H", "H", "H", "H", "H", "C", "C", "O", "H", "H", "H", "H", "H", "H", "C", "C", "O", "H", "H", "H", "H", "H", "H", "O", "H", "H", "O", "H", "H", "O", "H", "H", "O", "H", "H", "O", "H", "H", "O", "H", "H", "O", "H", "H", "O", "H", "H", "O", "H", "H"],
  "xyz": [[1.20, -4.46, 0.93], [-0.94, 0.00, -1.03], [-0.13, 1.06, -0.68], [0.93, 0.97, 0.41], [1.66, 1.99, 0.75], [1.16, -0.15, 1.15], [0.38, -1.41, 0.72], [-0.77, -1.22, -0.37], [-1.50, -2.24, -0.57], [0.60, -2.54, 1.20], [-0.42, 2.11, -1.36], [-1.81, 0.18, -1.63], [1.94, -0.21, 1.89], [-0.19, 1.09, -5.10], [-1.55, 0.48, -5.41], [-2.04, -0.09, -4.17], [-0.28, 1.80, -4.29], [0.08, 1.73, -5.94], [0.55, 0.38, -4.73], [-1.45, -0.42, -6.01], [-2.25, 1.21, -5.83], [-1.25, -0.28, -3.66], [2.55, -2.05, 5.98], [2.62, -1.82, 4.49], [3.54, -2.76, 4.05], [2.05, -3.00, 6.21], [1.95, -1.22, 6.34], [3.53, -1.96, 6.44], [2.89, -0.78, 4.27], [1.68, -1.98, 3.97], [3.81, -2.54, 3.15], [-4.37, 2.94, 1.02], [-3.01, 2.35, 1.20], [-3.09, 0.92, 0.93], [-5.16, 2.44, 1.59], [-4.64, 2.92, -0.03], [-4.40, 4.01, 1.25], [-2.73, 2.39, 2.25], [-2.27, 2.77, 0.52], [-2.53, 0.83, 0.16], [3.26, 4.29, -4.49], [2.28, 3.77, -3.56], [2.90, 3.20, -2.44], [3.89, 4.96, -3.91], [2.81, 4.99, -5.21], [3.81, 3.48, -4.97], [1.63, 3.15, -4.16], [1.62, 4.57, -3.22], [2.27, 2.72, -1.90], [-0.01, 3.21, 4.11], [-0.49, 4.62, 3.84], [0.72, 5.36, 3.81], [-0.85, 2.52, 4.22], [0.61, 3.29, 5.01], [0.51, 2.99, 3.18], [-1.26, 4.91, 4.56], [-0.83, 4.64, 2.80], [0.58, 6.31, 3.79], [-5.09, -1.81, 0.15], [-4.57, -3.28, 0.17], [-3.31, -3.48, 0.78], [-6.14, -1.62, -0.07], [-4.52, -1.41, -0.69], [-4.64, -1.30, 1.00], [-4.71, -3.79, -0.78], [-5.30, -3.87, 0.73], [-2.68, -3.06, 0.19], [-1.17, -0.46, 3.80], [-2.04, -1.59, 3.44], [-3.36, -1.05, 3.22], [-0.21, -0.73, 4.25], [-1.50, 0.26, 4.55], [-0.98, 0.20, 2.96], [-1.95, -2.33, 4.24], [-1.66, -2.03, 2.51], [-3.32, -0.44, 2.48], [2.80, -1.53, -1.85], [4.03, -2.38, -2.23], [3.47, -3.66, -2.56], [3.11, -0.48, -1.84], [2.50, -1.62, -0.80], [1.98, -1.63, -2.55], [4.81, -2.53, -1.49], [4.56, -1.97, -3.09], [4.23, -4.17, -2.85], [-0.18, -3.15, -4.17], [-1.51, -3.60, -3.73], [-1.39, -4.18, -2.42], [-0.34, -2.43, -4.97], [0.53, -3.97, -4.27], [0.19, -2.54, -3.35], [-2.18, -4.11, -4.42], [-2.12, -2.71, -3.53], [-1.39, -3.46, -1.78], [1.61, -4.39, 2.96], [0.77, -4.46, 3.40], [2.23, -4.15, 3.65], [4.38, 0.98, 1.34], [4.99, 1.19, 0.63], [3.63, 1.56, 1.19], [1.02, -4.04, -1.15], [1.68, -3.80, -1.80], [0.23, -4.20, -1.66], [-2.94, 1.90, -2.93], [-2.81, 1.12, -3.47], [-2.21, 1.89, -2.32], [4.47, -1.70, 1.71], [5.22, -1.59, 1.13], [4.23, -0.82, 1.98], [-0.91, -4.84, 1.20], [-1.57, -4.23, 0.88], [-1.41, -5.52, 1.65], [-0.04, 4.84, -0.17], [-0.11, 3.99, -0.61], [0.71, 4.74, 0.42], [-1.77, 5.09, -2.44], [-1.63, 5.26, -1.51], [-1.56, 4.16, -2.56], [2.19, 4.46, 1.77], [2.06, 3.55, 1.49], [1.80, 4.49, 2.64]],
  "mulliken_spin": [3.85, 0.00, 0.00, 0.00, 0.02, 0.01, 0.02, 0.01, 0.03, -0.06, 0.00, 0.00, 0.00, 0.00, 0.00, 0.00, 0.00, 0.00, 0.00, 0.00, 0.00, 0.00, 0.00, 0.00, 0.00, 0.00, 0.00, 0.00, 0.00, 0.00, 0.00, 0.00, 0.00, 0.00, 0.00, 0.00, 0.00, 0.00, 0.00, 0.00, 0.00, 0.00, 0.00, 0.00, 0.00, 0.00, 0.00, 0.00, 0.00, 0.00, 0.00, 0.00, 0.00, 0.00, 0.00, 0.00, 0.00, 0.00, 0.00, 0.00, 0.00, 0.00, 0.00, 0.00, 0.00, 0.00, 0.00, 0.00, 0.00, 0.00, 0.00, 0.00, 0.00, 0.00, 0.00, 0.00, 0.00, 0.00, 0.00, 0.00, 0.01, 0.00, 0.00, 0.00, 0.00, 0.00, 0.00, 0.00, 0.00, 0.00, 0.00, 0.00, 0.00, 0.00, 0.04, 0.00, 0.00, 0.00, 0.00, 0.00, 0.03, 0.00, 0.01, 0.00, 0.00, 0.00, 0.00, 0.00, 0.00, 0.03, -0.01, 0.00, 0.00, 0.00, 0.00, 0.00, 0.00, 0.00, 0.00, 0.00, 0.00]
}

***

# 4
{
  "formula": "C26H32N4O2",
  "method": "wB97M-V/def2-TZVPD",
  "e_lumo_ev": 0.64,
  "max_force_ha_per_bohr": 0.0116,
  "de_lowest_kcal_mol": 24.98,
  "smiles": "C/C=C(\\C)C(=O)NCCN1C2=NC[C@H](Cc3ccccc3)N2C[C@H]1Cc1ccc(O)cc1",
  "energy_ev": -37537.5891,
  "symbols": ["C", "C", "C", "C", "O", "N", "H", "C", "H", "H", "C", "N", "C", "N", "C", "H", "H", "C", "N", "C", "H", "H", "C", "H", "C", "C", "C", "C", "C", "C", "C", "H", "H", "O", "H", "H", "H", "H", "H", "H", "C", "C", "C", "C", "C", "C", "C", "H", "H", "H", "H", "H", "H", "H", "H", "H", "C", "H", "H", "H", "H", "H", "H", "H"],
  "xyz": [[3.44, 2.28, -3.59], [2.06, 2.04, -3.08], [1.00, 2.75, -3.47], [-0.38, 2.47, -2.97], [-1.37, 2.75, -3.64], [-0.47, 1.95, -1.73], [0.35, 1.60, -1.24], [-1.73, 1.48, -1.20], [-2.50, 1.76, -1.93], [-1.94, 1.97, -0.25], [-1.74, -0.04, -1.00], [-1.03, -0.43, 0.20], [0.32, -0.45, 0.29], [1.23, 0.26, -0.26], [2.48, -0.14, 0.37], [3.10, -0.69, -0.34], [3.04, 0.75, 0.68], [2.10, -1.05, 1.58], [0.74, -1.38, 1.21], [-0.37, -1.74, 2.05], [-0.38, -1.15, 2.99], [-0.36, -2.80, 2.31], [-1.59, -1.36, 1.17], [-1.98, -2.25, 0.66], [-2.71, -0.73, 2.01], [-4.00, -0.55, 1.26], [-4.48, 0.72, 0.95], [-5.65, 0.88, 0.23], [-6.37, -0.23, -0.19], [-5.91, -1.50, 0.13], [-4.74, -1.65, 0.84], [-4.39, -2.65, 1.09], [-6.48, -2.36, -0.19], [-7.52, -0.12, -0.90], [-7.72, 0.81, -1.07], [-6.00, 1.88, -0.01], [-3.93, 1.59, 1.27], [-2.89, -1.39, 2.87], [-2.36, 0.23, 2.39], [2.12, -0.47, 2.52], [2.98, -2.29, 1.72], [4.39, -1.90, 2.07], [5.39, -1.90, 1.10], [6.67, -1.50, 1.42], [6.98, -1.11, 2.71], [5.99, -1.11, 3.68], [4.70, -1.50, 3.36], [3.94, -1.51, 4.12], [6.22, -0.81, 4.69], [7.98, -0.80, 2.97], [7.44, -1.51, 0.66], [5.16, -2.21, 0.10], [2.95, -2.85, 0.79], [2.56, -2.92, 2.51], [-2.77, -0.39, -0.91], [-1.28, -0.51, -1.88], [1.09, 3.84, -4.49], [0.09, 4.11, -4.81], [1.58, 4.71, -4.08], [1.66, 3.51, -5.36], [1.95, 1.23, -2.37], [3.67, 3.34, -3.61], [3.54, 1.90, -4.61], [4.17, 1.77, -2.97]],
  "mulliken_charge": [-1.37, -0.12, 0.72, 0.50, -0.73, -0.08, 0.49, -0.89, 0.47, 0.26, -0.76, 0.42, 0.02, -0.52, -1.06, 0.33, 0.37, 0.10, 0.17, -0.88, 0.39, 0.31, 0.17, 0.26, -1.22, -0.25, -0.24, -0.65, 0.91, -0.79, -0.08, 0.42, 0.42, -0.56, 0.28, 0.29, 0.36, 0.36, 0.45, 0.24, -1.28, 0.53, -0.31, -0.66, -0.39, -0.67, -0.22, 0.37, 0.37, 0.38, 0.37, 0.36, 0.48, 0.44, 0.38, 0.42, -1.52, 0.38, 0.31, 0.34, 0.43, 0.34, 0.30, 0.37]
}

***

Question: What is the formula in the second record?
Answer: C14H52N22O12